1.
Density functional theory data (ωB97M-V with the def2-TZVPD basis set) for a cluster of 7 separate species, C31H34Cl2F4O2 in total at a distorted geometry.

Properties
**LUMO energy**: 0.6 eV
**HOMO level**: -0.335 Eh
**Multiplicity**: 1
**Max |F|**: 1.6 eV/A
**Structure (SMILES)**: Fc1ccccc1.Fc1ccccc1.Fc1ccccc1.Fc1ccccc1.CC(C)=O.CC(C)=O.ClCCl
**Total energy**: -72707.819 eV
**Relative energy (zero: lowest compared OMol25 entry of this formula, charge and spin)**: 18.5 kJ/mol
**Frontier orbital gap**: 9.74 eV

Each line ends with the Mulliken charge.
Cartesian coordinates (Å):
F 2.065 -4.829 -0.748  -0.28
C 1.519 -4.935 0.487  0.45
C 1.956 -5.922 1.337  -0.71
C 1.422 -5.962 2.615  -0.22
C 0.517 -5.006 3.059  -0.84
C 0.085 -4.040 2.159  -0.47
C 0.579 -3.975 0.861  0.37
H 2.683 -6.681 1.083  0.41
H 1.648 -6.831 3.222  0.34
H 0.072 -5.072 4.041  0.40
H -0.551 -3.229 2.491  0.40
H 0.314 -3.161 0.205  0.17
F -5.241 3.129 2.330  -0.35
C -4.480 3.671 1.342  0.63
C -4.779 4.927 0.859  -0.75
C -4.016 5.422 -0.187  -0.25
C -2.978 4.675 -0.733  -0.81
C -2.676 3.432 -0.202  0.28
C -3.456 2.908 0.836  -0.29
H -5.520 5.544 1.350  0.40
H -4.278 6.416 -0.526  0.36
H -2.367 5.172 -1.475  0.37
H -1.795 2.906 -0.544  0.18
H -3.163 1.973 1.292  0.20
F 0.313 -0.311 -4.781  -0.31
C 0.342 -1.629 -4.514  0.40
C 0.020 -2.027 -3.247  0.10
C -0.004 -3.388 -2.938  -0.16
C 0.383 -4.325 -3.887  -0.71
C 0.621 -3.893 -5.198  -0.42
C 0.647 -2.545 -5.517  -0.62
H -0.254 -1.267 -2.528  0.07
H -0.328 -3.673 -1.948  0.42
H 0.322 -5.372 -3.629  0.44
H 0.793 -4.636 -5.965  0.36
H 0.858 -2.208 -6.522  0.46
F 5.634 0.600 -3.163  -0.34
C 4.788 0.131 -2.228  0.36
C 4.130 -1.058 -2.455  -0.67
C 3.129 -1.470 -1.570  -0.32
C 2.848 -0.706 -0.457  -0.17
C 3.485 0.511 -0.263  -0.60
C 4.470 0.941 -1.145  -0.48
H 4.377 -1.614 -3.350  0.45
H 2.585 -2.380 -1.783  0.54
H 2.152 -1.070 0.285  0.35
H 3.324 1.089 0.638  0.38
H 4.957 1.900 -1.020  0.53
C -0.667 0.120 1.581  -0.45
Cl 0.615 -0.577 2.572  -0.18
Cl -0.752 -0.533 -0.059  -0.12
H -1.627 -0.083 2.046  0.33
H -0.627 1.206 1.553  0.36
C -2.009 1.369 6.264  -1.11
C -2.503 1.628 4.854  0.75
O -1.739 1.574 3.917  -0.48
C -3.985 1.758 4.571  -0.96
H -2.844 1.164 6.930  0.34
H -1.437 2.221 6.633  0.30
H -1.325 0.524 6.215  0.29
H -4.142 1.427 3.553  0.18
H -4.350 2.777 4.688  0.25
H -4.525 1.108 5.263  0.45
C 0.962 2.076 -2.170  -0.38
C 1.233 3.247 -1.241  0.89
O 0.695 3.297 -0.158  -0.53
C 2.083 4.336 -1.821  -1.39
H 0.846 2.412 -3.201  0.50
H 0.109 1.524 -1.795  0.00
H 1.884 1.488 -2.181  -0.07
H 1.804 4.636 -2.832  0.37
H 3.087 3.905 -1.897  0.27
H 2.062 5.266 -1.254  0.37

---

2.
Density functional theory data (ωB97M-V with the def2-TZVPD basis set) for a structure of composition C31H34Cl2N3PdSSeSi at a distorted geometry.

Properties
**LUMO energy (spin up / spin down)**: -2.2 / -5.7 eV
**HOMO level (spin up / spin down)**: -0.340 / -0.377 Eh
**Multiplicity**: 5
**Charge**: +1
**Max |F|**: 2.0 eV/A
**Total energy**: -149746.180 eV
**Frontier orbital gap (spin up / spin down)**: 7.05 / 4.59 eV

Each line ends with the Mulliken spin population.
Cartesian coordinates (Å):
Pd 0.683 0.200 -1.860  1.19
Cl -0.599 -0.872 -4.021  0.05
C -0.443 -2.562 -3.710  0.08
C -1.359 -3.377 -4.390  -0.05
C -1.233 -4.775 -4.215  0.14
C -0.186 -5.304 -3.469  -0.05
C 0.657 -4.513 -2.743  0.11
Cl 1.920 -5.287 -1.865  0.02
C 0.570 -3.062 -2.851  -0.01
S 1.628 -2.088 -1.864  0.85
H -2.126 -2.921 -4.994  0.00
H -1.932 -5.444 -4.686  0.01
H -0.106 -6.396 -3.381  0.00
C 1.472 -2.394 3.228  -0.01
C 0.748 -1.400 4.089  0.00
C 1.162 -1.270 5.421  0.00
C 0.584 -0.269 6.198  0.00
C -0.393 0.567 5.697  0.00
C -0.911 0.341 4.428  0.00
C -0.330 -0.632 3.616  0.00
N -0.770 -0.739 2.245  0.00
C -0.062 -0.278 1.127  -0.03
N 1.084 0.416 1.431  -0.01
C 2.206 0.786 0.692  -0.05
C 2.266 0.645 -0.678  0.53
C 3.481 0.876 -1.309  -0.17
C 4.545 1.468 -0.643  0.03
C 4.448 1.662 0.734  -0.02
C 3.322 1.308 1.443  0.05
C 3.357 1.487 2.956  0.01
N -0.561 -0.227 -0.092  0.17
C -1.611 -1.125 -0.394  -0.03
C -1.440 -2.527 -0.172  0.07
C -2.531 -3.356 -0.231  -0.01
C -3.826 -2.872 -0.571  0.03
C -3.956 -1.529 -0.884  -0.02
C -2.853 -0.666 -0.849  0.01
C -3.009 0.771 -1.172  -0.02
H 0.854 -3.280 2.951  0.00
H 2.317 -2.798 3.797  0.00
H 1.859 -2.005 2.274  0.00
H 1.904 -1.954 5.874  0.00
H 0.906 -0.158 7.245  0.00
H -0.667 1.447 6.315  0.00
H -1.734 0.953 4.026  0.00
H -1.737 -1.111 2.125  0.00
H 1.282 0.509 2.426  0.00
H 3.584 0.642 -2.353  0.01
H 5.434 1.781 -1.205  0.00
H 5.287 2.162 1.221  0.00
H 4.279 2.061 3.198  0.00
H 3.347 0.544 3.572  0.00
H 2.540 2.139 3.275  0.00
H -0.442 -2.911 0.177  0.01
H -2.411 -4.435 0.013  0.00
H -4.645 -3.587 -0.623  0.00
H -4.927 -1.080 -1.086  0.00
H -3.063 1.358 -0.224  0.00
H -3.929 0.981 -1.732  0.00
H -2.197 1.138 -1.801  0.02
C -1.054 3.993 -0.451  0.01
Si -0.629 4.065 -2.308  -0.01
C -2.084 4.153 -3.588  0.04
C 0.319 5.673 -2.632  0.02
Se 0.842 2.395 -2.796  1.00
H -0.752 4.993 -0.022  0.00
H -0.540 3.163 0.024  0.00
H -2.129 3.838 -0.258  0.00
H -3.085 3.999 -3.084  0.00
H -2.021 3.429 -4.397  0.00
H -2.121 5.173 -4.024  0.00
H -0.350 6.544 -2.500  0.00
H 0.644 5.696 -3.667  0.00
H 1.226 5.848 -2.021  0.00

---

3.
Density functional theory data (ωB97M-V with the def2-TZVPD basis set) for a structure of composition C31H34ClN4O2Ru at a distorted geometry.

Properties
**LUMO energy (spin up / spin down)**: -5.8 / -7.7 eV
**HOMO level (spin up / spin down)**: -0.412 / -0.498 Eh
**Multiplicity**: 6
**Charge**: +2
**Max |F|**: 1.0 eV/A
**Total energy**: -57842.689 eV
**Frontier orbital gap (spin up / spin down)**: 5.40 / 5.89 eV

Each line ends with the Mulliken spin population.
Cartesian coordinates (Å):
Ru 0.175 0.023 -0.040  2.29
C -5.837 -1.962 -3.361  0.00
C -4.755 -1.344 -2.518  0.01
C -5.030 -0.698 -1.330  0.00
C -4.026 -0.127 -0.534  -0.01
C -4.401 0.429 0.727  0.00
N -3.564 0.801 1.634  0.02
C -3.888 1.331 2.955  0.00
C -3.789 0.282 4.068  0.02
C -2.597 -0.676 3.971  -0.01
N -2.999 -1.917 3.314  0.24
C -2.222 -3.040 3.270  0.55
C -0.780 -3.083 3.207  0.15
C -0.091 -4.006 3.956  0.16
C 1.312 -4.164 3.864  0.17
C 2.019 -5.173 4.703  -0.02
C 2.027 -3.376 2.955  0.16
C 1.399 -2.447 2.146  0.04
C 2.235 -1.836 1.127  -0.06
N 1.951 -0.936 0.263  0.12
C 3.000 -0.625 -0.733  -0.02
C 2.417 -0.140 -2.057  0.11
C 1.339 -1.052 -2.637  -0.04
N 0.046 -0.837 -1.959  -0.03
C -1.024 -1.048 -2.625  0.01
C -2.378 -0.872 -2.138  0.01
C -3.416 -1.420 -2.891  -0.01
C -2.667 -0.156 -0.955  0.00
O -1.778 0.515 -0.268  0.06
C -0.031 -2.253 2.254  0.14
O -0.673 -1.458 1.525  0.41
H -6.824 -1.645 -3.030  0.00
H -5.799 -3.051 -3.304  0.00
H -5.726 -1.685 -4.409  0.00
H -6.059 -0.635 -0.989  0.00
H -5.458 0.521 0.966  0.00
H -2.581 0.703 1.375  0.02
H -4.889 1.758 2.926  0.00
H -3.188 2.144 3.146  0.00
H -4.713 -0.300 4.103  0.00
H -3.744 0.826 5.011  0.00
H -2.229 -0.902 4.976  0.01
H -1.768 -0.224 3.422  0.00
H -3.987 -2.102 3.362  -0.03
H -2.745 -3.984 3.346  0.02
H -0.642 -4.631 4.648  -0.02
H 1.384 -5.554 5.499  0.00
H 2.922 -4.745 5.141  0.01
H 2.334 -6.018 4.084  0.03
H 3.099 -3.513 2.869  0.01
H 3.241 -2.255 1.079  0.00
H 3.593 -1.524 -0.908  0.01
H 3.658 0.141 -0.320  -0.01
H 3.243 -0.071 -2.765  0.01
H 2.017 0.876 -1.956  -0.04
H 1.628 -2.101 -2.523  -0.01
H 1.225 -0.853 -3.703  0.00
H -0.930 -1.405 -3.653  0.00
H -3.162 -1.934 -3.813  0.00
Cl 2.781 0.736 3.029  0.02
C 2.534 1.787 1.678  0.16
C 3.618 2.472 1.171  -0.05
C 3.452 3.350 0.104  0.16
C 2.187 3.560 -0.441  -0.06
C 1.100 2.892 0.076  0.12
C 1.227 1.963 1.146  0.00
C 0.058 1.326 1.700  0.19
H 4.592 2.333 1.621  0.00
H 4.307 3.889 -0.281  0.01
H 2.058 4.265 -1.251  0.00
H 0.106 3.077 -0.316  0.00
H -0.860 1.894 1.577  -0.02
H 0.175 0.867 2.674  -0.01